Version w
This record from OMol25 describes a structure of composition C42H30As2S2Sc. The level of theory is the ωB97M-V functional and the def2-TZVPD basis.

Charge: +1
Kohn-Sham gap (eV): 7.6
LUMO energy (Eh): -0.1097
Highest occupied orbital energy (eV): -10.626
Spin multiplicity: 1

Each line ends with the Mulliken charge.
CARTESIAN COORDINATES (ANGSTROEM)
Sc (0.108, -0.774, -0.736)  -0.237
S (-0.461, 1.375, -1.432)  -0.463
C (1.308, 1.646, -1.518)  0.744
C (1.741, 2.955, -1.259)  -0.577
C (3.067, 3.308, -1.377)  -0.601
C (4.016, 2.338, -1.697)  -0.775
C (3.618, 1.034, -1.896)  -0.689
C (2.265, 0.666, -1.844)  0.619
S (1.889, -1.042, -2.228)  -0.230
H (1.000, 3.699, -0.997)  0.459
H (3.365, 4.336, -1.215)  0.439
H (5.061, 2.602, -1.793)  0.376
H (4.348, 0.273, -2.144)  0.465
C (-5.151, -5.661, 1.191)  -0.485
C (-4.525, -5.795, -0.041)  -0.718
C (-3.489, -4.943, -0.393)  -0.299
C (-3.093, -3.957, 0.502)  0.390
C (-3.721, -3.808, 1.733)  -0.415
C (-4.752, -4.671, 2.077)  -0.688
As (-1.626, -2.790, 0.095)  1.050
C (-0.026, -3.885, 0.005)  0.206
C (0.681, -4.415, 1.078)  -0.317
C (1.844, -5.126, 0.834)  -0.663
C (2.303, -5.286, -0.470)  -1.036
C (1.609, -4.746, -1.540)  -0.377
C (0.432, -4.042, -1.309)  0.459
C (-0.399, -3.384, -2.339)  1.399
C (-0.156, -3.387, -3.710)  -0.558
C (-0.999, -2.687, -4.554)  -0.666
C (-2.084, -1.968, -4.056)  -0.781
C (-2.341, -1.956, -2.696)  -0.662
C (-1.508, -2.682, -1.841)  -0.447
H (-5.958, -6.329, 1.459)  0.396
H (-4.844, -6.564, -0.732)  0.407
H (-3.000, -5.048, -1.354)  0.416
H (-3.427, -3.016, 2.412)  0.439
H (-5.249, -4.563, 3.032)  0.410
H (0.332, -4.289, 2.095)  0.330
H (2.404, -5.545, 1.659)  0.475
H (3.218, -5.834, -0.651)  0.425
H (1.989, -4.868, -2.546)  0.439
H (0.695, -3.918, -4.116)  0.427
H (-0.804, -2.686, -5.618)  0.437
H (-2.723, -1.416, -4.730)  0.441
H (-3.186, -1.403, -2.306)  0.484
C (4.929, -3.558, 2.628)  -0.666
C (4.056, -3.183, 3.640)  -0.747
C (3.025, -2.292, 3.378)  -0.208
C (2.868, -1.783, 2.093)  0.807
C (3.735, -2.163, 1.075)  -0.069
C (4.770, -3.047, 1.347)  -0.684
As (1.464, -0.516, 1.697)  1.169
C (0.326, -0.555, 3.251)  -0.518
C (-0.577, -1.537, 3.627)  0.402
C (-1.330, -1.366, 4.779)  -0.984
C (-1.183, -0.208, 5.535)  -0.851
C (-0.283, 0.776, 5.157)  -0.652
C (0.487, 0.608, 4.010)  0.859
C (1.510, 1.553, 3.506)  0.250
C (1.882, 2.749, 4.108)  -0.584
C (2.887, 3.520, 3.541)  -0.862
C (3.526, 3.110, 2.377)  -0.756
C (3.158, 1.922, 1.760)  -0.757
C (2.156, 1.161, 2.331)  -0.010
H (5.736, -4.247, 2.839)  0.404
H (4.183, -3.578, 4.640)  0.439
H (2.354, -1.994, 4.174)  0.465
H (3.599, -1.786, 0.069)  0.167
H (5.451, -3.337, 0.558)  0.482
H (-0.690, -2.438, 3.036)  0.208
H (-2.028, -2.132, 5.093)  0.482
H (-1.776, -0.073, 6.430)  0.408
H (-0.180, 1.668, 5.760)  0.420
H (1.400, 3.082, 5.018)  0.416
H (3.178, 4.449, 4.015)  0.418
H (4.311, 3.718, 1.947)  0.475
H (3.647, 1.602, 0.849)  0.629

***

Version x
This record from OMol25 describes a structure of composition C42H30As2S2Sc. The level of theory is the ωB97M-V functional and the def2-TZVPD basis.

Charge: +1
Kohn-Sham gap (eV): 6.7
LUMO energy (Eh): -0.1200
Highest occupied orbital energy (eV): -10.011
Spin multiplicity: 1

Each line ends with the Mulliken charge.
CARTESIAN COORDINATES (ANGSTROEM)
Sc (1.199, 0.125, -0.137)  -0.528
S (-0.923, -0.986, 0.015)  -0.350
C (-0.454, -2.633, -0.447)  0.729
C (-1.451, -3.520, -0.848)  -0.678
C (-1.138, -4.818, -1.213)  -0.654
C (0.182, -5.252, -1.180)  -0.596
C (1.183, -4.380, -0.782)  -0.773
C (0.873, -3.074, -0.415)  0.576
S (2.221, -2.001, 0.059)  -0.295
H (-2.478, -3.179, -0.873)  0.477
H (-1.923, -5.497, -1.519)  0.405
H (0.430, -6.267, -1.458)  0.408
H (2.214, -4.709, -0.750)  0.465
C (0.804, 3.398, 6.657)  -0.518
C (1.901, 3.352, 5.810)  -0.797
C (1.807, 2.730, 4.570)  0.109
C (0.606, 2.151, 4.185)  0.702
C (-0.492, 2.182, 5.039)  -0.701
C (-0.395, 2.814, 6.269)  -0.653
As (0.290, 1.261, 2.491)  0.894
C (-0.502, 2.765, 1.543)  0.786
C (-1.858, 3.007, 1.405)  -0.935
C (-2.272, 4.118, 0.677)  -0.704
C (-1.339, 4.966, 0.092)  -0.822
C (0.021, 4.717, 0.221)  -0.666
C (0.439, 3.608, 0.944)  -0.503
C (1.835, 3.142, 1.061)  2.241
C (2.981, 3.855, 0.730)  -0.583
C (4.228, 3.257, 0.877)  -0.717
C (4.354, 1.950, 1.336)  -0.920
C (3.220, 1.240, 1.713)  -0.424
C (1.966, 1.840, 1.580)  -0.494
H (0.883, 3.883, 7.620)  0.390
H (2.837, 3.802, 6.112)  0.411
H (2.672, 2.712, 3.920)  0.329
H (-1.434, 1.719, 4.764)  0.351
H (-1.253, 2.841, 6.928)  0.404
H (-2.596, 2.346, 1.841)  0.478
H (-3.328, 4.323, 0.560)  0.445
H (-1.674, 5.821, -0.479)  0.454
H (0.735, 5.372, -0.264)  0.387
H (2.914, 4.874, 0.371)  0.530
H (5.117, 3.822, 0.625)  0.448
H (5.333, 1.497, 1.428)  0.495
H (3.311, 0.241, 2.127)  0.670
C (-0.122, 4.974, -5.664)  -0.546
C (1.096, 4.423, -5.295)  -0.772
C (1.162, 3.489, -4.269)  -0.031
C (-0.001, 3.105, -3.612)  0.790
C (-1.221, 3.669, -3.965)  -0.572
C (-1.278, 4.594, -4.997)  -0.705
As (-0.013, 1.792, -2.184)  0.930
C (-0.601, 0.219, -3.158)  0.271
C (-1.909, -0.103, -3.473)  -1.229
C (-2.176, -1.341, -4.042)  -0.733
C (-1.149, -2.254, -4.267)  -0.943
C (0.159, -1.933, -3.947)  -0.380
C (0.436, -0.684, -3.398)  0.040
C (1.775, -0.205, -3.003)  2.163
C (2.988, -0.850, -3.263)  -0.413
C (4.177, -0.266, -2.876)  -1.096
C (4.192, 0.969, -2.221)  -1.012
C (3.005, 1.628, -1.960)  0.635
C (1.794, 1.041, -2.358)  -1.634
H (-0.170, 5.696, -6.467)  0.405
H (2.001, 4.714, -5.813)  0.426
H (2.120, 3.059, -4.011)  0.336
H (-2.141, 3.407, -3.455)  0.392
H (-2.230, 5.025, -5.281)  0.420
H (-2.726, 0.578, -3.270)  0.444
H (-3.194, -1.605, -4.298)  0.440
H (-1.380, -3.224, -4.685)  0.443
H (0.947, -2.656, -4.112)  0.358
H (2.999, -1.809, -3.763)  0.447
H (5.110, -0.775, -3.080)  0.423
H (5.134, 1.419, -1.936)  0.535
H (3.012, 2.600, -1.486)  0.894

***

Quick one: most stable of them? version w

***

Version w
This record from OMol25 describes a cluster of 2 separate species, C9H13NO2 in total. The level of theory is the ωB97M-V functional and the def2-TZVPD basis.

SMILES: Cc1ccc(O)cc1.CC(N)=O
Kohn-Sham gap (eV): 8.9
LUMO energy (Eh): 0.0241
Highest occupied orbital energy (eV): -8.197
Spin multiplicity: 1

Each line ends with the Mulliken charge.
CARTESIAN COORDINATES (ANGSTROEM)
C (-1.746, 2.055, 0.000)  -1.250
C (-0.610, 1.447, 0.850)  -0.008
C (0.426, 0.754, 0.163)  -0.142
C (1.608, 0.378, 0.738)  -0.527
C (1.845, 0.677, 2.119)  0.762
O (3.046, 0.373, 2.738)  -0.549
C (0.879, 1.359, 2.780)  -0.723
C (-0.310, 1.717, 2.163)  -0.215
H (-2.710, 1.597, 0.163)  0.281
H (-1.462, 1.738, -1.013)  0.331
H (-1.795, 3.065, 0.377)  0.382
H (0.379, 0.604, -0.920)  0.289
H (2.282, -0.009, -0.003)  0.323
H (3.511, -0.259, 2.190)  0.288
H (1.024, 1.780, 3.757)  0.383
H (-1.032, 2.291, 2.744)  0.339
C (-1.660, -2.375, -1.825)  -1.047
C (-0.423, -1.590, -2.264)  0.833
N (0.701, -2.385, -2.239)  -0.381
O (-0.359, -0.422, -2.611)  -0.662
H (-1.350, -3.172, -1.188)  0.413
H (-2.079, -2.713, -2.804)  0.288
H (-2.328, -1.564, -1.475)  0.228
H (1.564, -2.040, -2.564)  0.217
H (0.601, -3.307, -1.877)  0.146

***

Version x
This record from OMol25 describes the molecule C9H13NO2. The level of theory is the ωB97M-V functional and the def2-TZVPD basis.

Kohn-Sham gap (eV): 6.8
LUMO energy (Eh): -0.0369
Highest occupied orbital energy (eV): -7.798
Spin multiplicity: 1

Each line ends with the Mulliken charge.
CARTESIAN COORDINATES (ANGSTROEM)
C (0.052, -1.247, 0.446)  0.476
C (-0.276, -1.157, -0.841)  0.253
C (0.830, -1.244, 2.671)  -0.849
C (0.276, -1.869, 1.660)  0.616
C (-0.876, 0.135, -1.445)  -1.053
C (-0.268, 1.386, -0.738)  1.403
C (0.027, -3.345, 1.660)  -1.480
C (1.274, 1.398, -1.076)  -1.498
C (-1.106, 2.598, -1.155)  -1.416
N (-0.294, 1.146, 0.679)  0.117
O (-0.925, 1.872, 1.405)  -0.440
O (-0.186, -2.205, -1.455)  -0.676
H (0.755, -1.748, 3.659)  0.263
H (0.785, -0.124, 2.835)  0.230
H (-0.658, 0.183, -2.622)  0.254
H (-1.924, 0.095, -1.297)  0.482
H (0.016, -3.772, 2.571)  0.485
H (0.851, -3.773, 1.028)  0.294
H (-0.832, -3.477, 1.107)  0.400
H (1.690, 1.383, -0.155)  0.386
H (1.562, 2.410, -1.503)  0.387
H (1.621, 0.594, -1.736)  0.351
H (-0.738, 2.955, -2.193)  0.349
H (-1.149, 3.516, -0.499)  0.354
H (-2.214, 2.379, -1.389)  0.313

***

Quick one: most stable of them? version w